Below is a molecular structure, C45H52InN7O3S, with properties calculated with ωB97M-V/def2-TZVPD.

- E_LUMO: -5.190 eV
- Spin multiplicity: 1
- Charge: +2
- HOMO: -12.503 eV
- Energy: -80079.1637 eV

XYZ file:
```
109
Properties=species:S:1:pos:R:3:forces:R:3
In 0.36900 -0.22100 1.32936 0.1 0.2 -0.1
C 1.53110 -3.38299 5.07077 -0.1 0.0 0.0
N 1.53236 -3.89690 3.70484 0.1 0.0 0.1
C 2.49290 -4.96120 3.46213 0.0 0.0 0.0
C 0.73404 -3.33538 2.78764 -0.3 0.1 -0.1
O -0.05033 -2.42230 3.03593 0.1 -0.2 0.0
C 0.82796 -3.88045 1.34658 0.1 0.1 0.0
O 0.20243 -2.99868 0.41904 -0.2 0.1 0.1
C -0.91148 -3.40880 -0.30864 0.3 0.0 0.1
C -2.23499 -2.88259 0.21850 0.0 -0.3 -0.2
O -2.17622 -2.16527 1.29744 -0.1 0.2 0.0
N -3.32573 -3.11826 -0.45281 0.0 0.0 0.3
C -4.61145 -2.49687 -0.12107 -0.3 0.1 0.1
C -3.30541 -4.02003 -1.60973 0.1 -0.2 -0.2
H 1.41226 -4.20823 5.77271 0.0 0.0 0.0
H 2.47285 -2.87237 5.28116 0.0 0.0 0.0
H 0.71474 -2.67993 5.18971 0.0 0.0 0.0
H 2.28070 -5.80562 4.11884 0.0 0.0 0.0
H 2.46667 -5.31256 2.43501 0.0 0.0 0.1
H 3.50175 -4.60790 3.68527 0.0 0.0 0.0
H 1.87372 -3.92584 1.04241 0.0 -0.1 0.0
H 0.40485 -4.88727 1.29166 0.0 0.0 0.0
H -0.78592 -3.02811 -1.32746 -0.1 -0.1 0.0
H -0.98365 -4.50185 -0.36826 0.0 0.0 0.0
H -4.46458 -1.54661 0.38528 0.1 0.0 0.0
H -5.15091 -2.31873 -1.04801 0.1 0.0 0.0
H -5.20924 -3.15389 0.51101 0.1 0.0 0.0
H -2.94296 -5.00923 -1.33087 0.0 0.0 0.0
H -4.31551 -4.13029 -1.98804 0.0 0.1 0.1
H -2.67873 -3.62296 -2.40881 0.0 0.1 0.0
S -3.60379 1.35008 4.06993 0.0 -0.1 -0.1
C -2.75384 2.54301 3.15834 0.1 -0.2 -0.2
C -2.63762 3.90673 3.40496 0.0 0.1 0.0
C -1.86472 4.65602 2.54156 0.0 0.0 0.1
C -1.22496 4.06123 1.44905 0.1 0.0 -0.1
C -1.35159 2.71221 1.19596 -0.1 -0.2 0.0
C -2.12528 1.93062 2.06101 -0.2 0.3 0.3
N -2.32771 0.56334 1.96602 -0.1 -0.3 -0.1
C -3.06709 0.12011 2.93604 0.0 0.6 0.1
C -3.45876 -1.27745 3.16919 0.1 -0.1 -0.2
C -4.27882 -1.58350 4.26396 0.1 0.0 -0.1
C -4.67227 -2.87256 4.55963 0.0 0.0 0.1
C -4.23147 -3.92450 3.77145 0.0 0.0 0.0
C -3.41520 -3.65848 2.68934 0.2 0.0 -0.2
C -3.05987 -2.35450 2.38010 -0.2 -0.2 0.4
H -3.13589 4.36556 4.24819 0.0 0.0 0.0
H -1.75177 5.71793 2.71296 0.0 0.0 0.0
H -0.62326 4.67246 0.78921 0.0 0.0 0.0
H -0.87133 2.25054 0.34532 0.0 0.0 -0.1
H -4.61261 -0.77817 4.90340 0.0 0.0 0.0
H -5.30806 -3.06058 5.41346 0.0 0.0 0.0
H -4.50920 -4.94357 4.00229 0.0 0.0 0.0
H -3.01992 -4.47344 2.09283 0.0 0.0 0.0
C -1.54618 1.79007 -6.07830 -0.1 -0.1 0.1
C -2.46088 1.00253 -5.13779 -0.1 0.0 -0.1
C -2.78331 -0.35192 -5.79245 0.0 0.1 0.1
C -3.76272 1.79473 -4.93624 0.1 0.0 0.0
C -1.81900 0.74752 -3.78383 0.1 0.0 0.0
C -2.48918 0.01378 -2.80319 0.0 0.0 0.1
C -1.87095 -0.21059 -1.59060 0.0 0.1 0.0
N -0.64902 0.22088 -1.28576 0.1 0.1 0.1
C 0.00107 0.95813 -2.19561 -0.2 -0.1 0.0
C -0.56067 1.22830 -3.44269 0.0 0.0 0.0
C 1.34039 1.48901 -1.80439 0.2 0.0 0.1
C 2.19177 2.10690 -2.71671 -0.1 -0.1 0.0
C 3.44515 2.56394 -2.32157 -0.1 0.0 0.0
C 3.78022 2.38486 -0.97956 0.0 0.0 0.0
C 2.87970 1.76845 -0.13408 0.0 0.1 0.0
N 1.68704 1.32854 -0.52490 -0.1 -0.1 0.0
C 4.43419 3.19831 -3.28535 0.1 0.1 0.0
C 4.85124 4.57641 -2.74806 0.0 0.0 0.0
C 5.66667 2.28217 -3.37763 0.0 0.0 0.0
C 3.85428 3.37611 -4.68894 0.0 0.0 0.1
H -2.03032 1.88290 -7.04998 0.0 0.0 0.0
H -0.59284 1.28088 -6.23179 0.0 0.0 0.0
H -1.35905 2.79830 -5.70435 0.0 0.0 0.0
H -3.24973 -0.18439 -6.76333 0.0 0.0 0.0
H -3.47483 -0.93700 -5.18462 0.0 0.0 0.0
H -1.87327 -0.93503 -5.94586 0.0 0.0 0.0
H -4.25813 1.92871 -5.89823 0.0 0.0 0.0
H -3.55664 2.78023 -4.51607 0.0 0.0 0.0
H -4.45259 1.27532 -4.27019 0.0 0.0 0.0
H -3.49117 -0.35940 -2.96980 0.0 0.0 0.0
H -2.38892 -0.73575 -0.79148 0.0 0.2 -0.1
H -0.02068 1.83583 -4.15070 0.0 0.0 0.0
H 1.88702 2.22152 -3.74494 0.0 0.0 0.0
H 4.73226 2.71703 -0.58952 0.0 0.0 0.0
H 3.11780 1.62416 0.91646 0.0 0.0 0.0
H 5.35453 4.50320 -1.78416 0.0 0.0 0.0
H 3.98231 5.22690 -2.63403 0.0 0.0 0.0
H 5.54176 5.05227 -3.44490 0.0 0.0 0.0
H 6.12918 2.12658 -2.40252 0.0 0.0 0.0
H 6.41143 2.73210 -4.03502 0.0 0.0 0.0
H 5.39457 1.30760 -3.78744 0.0 0.0 0.0
H 3.00647 4.06440 -4.69266 0.0 0.0 0.0
H 3.54307 2.42373 -5.12289 0.0 0.0 0.0
H 4.62254 3.79282 -5.33958 0.0 0.0 0.0
N 7.05371 2.83018 4.30217 -0.1 0.0 0.0
C 6.05500 2.27771 4.17672 0.2 0.1 0.0
C 4.81457 1.58399 3.99148 -0.3 -0.2 -0.1
C 3.61261 2.14016 4.41846 0.1 0.0 0.0
C 2.44358 1.43779 4.17118 0.0 0.0 0.0
N 2.41352 0.26187 3.54868 0.1 0.0 0.1
C 3.57315 -0.27070 3.16526 -0.1 0.0 0.0
C 4.79716 0.34181 3.35887 0.1 0.1 0.0
H 3.59624 3.09792 4.91883 0.0 0.0 0.0
H 1.48472 1.84014 4.47946 0.0 0.0 0.0
H 3.51093 -1.23517 2.66831 0.1 0.0 0.0
H 5.71501 -0.11771 3.01998 0.0 0.0 0.0
```
Forces are in eV/Å.

Löwdin population analysis, charges in e, atoms 1 to 5: In 1.04; C -0.01; N -0.13; C -0.02; C -0.44